C4H9N2O | ωB97M-V/def2-TZVPD

Multiplicity ... 1
Calculated total energy ... -342.1230 Ha
Maximum force ... 2.894 eV/A
HOMO ... -14.7 eV
Total charge ... +1
Energy above the lowest of the compared OMol25 structures with the same formula, charge and spin ... 147.00 kcal/mol

XYZ file:
```
16
C4H9N2O (ωB97M-V/def2-TZVPD)
H -3.036 0.424 -0.011
O 1.795 1.384 -0.053
N 2.796 -0.626 -0.076
C -0.209 -1.626 0.075
C -0.855 1.015 0.016
N 1.618 0.186 -0.011
H 0.551 -2.086 0.778
H -0.148 -1.977 -0.923
H -2.493 1.841 0.998
H -2.677 1.938 -0.555
C -0.207 -0.133 0.027
C -2.285 1.206 0.119
H 2.971 -1.566 -0.526
H 3.588 0.054 -0.232
H -1.143 -1.965 0.432
H -0.266 1.929 -0.058
```


C26H27N4O4Pt | ωB97M-V/def2-TZVPD

Multiplicity ... 1
Calculated total energy ... -1646.4450 Ha
Maximum force ... 3.111 eV/A
HOMO ... -4.9 eV
Total charge ... -1
Energy above the lowest of the compared OMol25 structures with the same formula, charge and spin ... 21.68 kcal/mol

XYZ file:
```
62
C26H27N4O4Pt (ωB97M-V/def2-TZVPD)
N 1.789 0.033 -1.234
N -2.008 -1.111 -0.346
H -0.381 -4.767 -2.561
H 4.328 3.837 -0.944
H 3.469 -2.288 0.522
C 2.416 3.133 -0.292
H -3.147 -3.618 2.458
H -2.416 -5.419 1.142
C -3.235 -0.608 -0.446
H 0.951 1.948 3.422
C 3.773 2.132 1.920
C -2.063 -4.747 0.367
C 4.475 2.800 0.928
O -4.295 -1.178 -0.718
H 1.616 0.259 -2.206
C 2.396 1.956 1.836
H -2.398 -2.034 2.167
C -2.989 -2.835 1.715
H 5.548 2.928 1.008
H 2.299 0.809 -0.828
H 1.058 2.870 -1.936
C -4.246 3.016 -0.092
C 1.649 1.259 2.939
N -2.037 1.403 0.049
H 3.618 -1.031 -1.469
C -0.656 -2.082 -2.677
H 2.339 0.874 3.690
C 1.368 -2.333 0.776
C -1.129 -3.013 -1.591
H -1.209 -6.317 -0.820
H -0.165 -1.209 -2.248
C 1.718 2.445 0.712
C 2.636 -1.607 0.358
C 1.687 3.651 -1.500
C -0.528 3.192 0.570
C -3.002 3.559 0.201
C -4.360 1.652 -0.311
H -2.845 4.610 0.395
H -5.121 3.652 -0.143
H 2.775 -0.712 0.976
H 0.036 -2.591 -3.350
C -0.919 -4.383 -1.701
H -3.957 -2.417 1.429
C 2.595 -1.184 -1.108
C -1.912 2.716 0.263
O 0.305 -1.621 1.001
H -5.294 1.160 -0.543
O 1.408 -3.553 0.888
H 4.299 1.744 2.786
H 2.144 -1.972 -1.714
C -3.225 0.869 -0.226
C 3.791 3.305 -0.166
N 0.334 2.178 0.552
Pt -0.460 0.210 0.186
H 2.388 4.007 -2.256
H 1.024 4.470 -1.216
C -1.386 -5.252 -0.730
C -1.811 -2.518 -0.479
O -0.312 4.387 0.790
H 1.052 0.430 2.556
H -1.501 -1.709 -3.262
C -2.278 -3.382 0.510
```


C14H14F2N3O5S | ωB97M-V/def2-TZVPD

Multiplicity ... 1
Calculated total energy ... -1679.7448 Ha
Maximum force ... 7.534 eV/A
HOMO ... -11.1 eV
Total charge ... +1
Energy above the lowest of the compared OMol25 structures with the same formula, charge and spin ... 68.22 kcal/mol

XYZ file:
```
39
C14H14F2N3O5S (ωB97M-V/def2-TZVPD)
H -2.501 0.821 2.775
H -6.622 0.291 1.583
C -0.257 1.035 0.268
H 7.390 -2.672 -0.454
O -4.951 -1.577 0.161
C 4.681 0.750 0.095
C -2.186 0.725 1.745
H -6.542 2.234 -0.352
C 3.379 1.457 -0.084
H -2.935 -0.482 -1.333
H 5.540 1.285 0.261
H 1.218 2.476 0.028
H -5.258 1.222 -1.036
H 3.393 2.559 -0.375
H -0.606 -0.626 -3.815
S -4.584 -0.471 1.065
H 1.318 -1.239 0.573
O -1.199 -0.464 -3.068
C -6.078 1.222 -0.311
F 5.657 -2.518 -1.589
C 2.234 -0.625 0.457
C -2.993 0.204 0.669
C 6.308 -2.488 -0.362
H -0.049 1.407 2.345
O 5.945 -1.147 0.311
C -1.031 0.456 -0.827
H 3.468 -2.395 0.657
C 2.173 0.747 0.195
C 3.492 -1.320 0.442
N 1.032 1.502 0.169
O -4.596 -1.135 2.385
C -0.740 1.029 1.573
C 4.685 -0.626 0.265
N -5.817 0.703 1.031
N -0.430 0.160 -2.081
O 0.805 0.347 -2.366
H -6.736 0.532 -0.781
F 5.823 -3.434 0.391
C -2.430 0.055 -0.610
```


C19H38Cl6O11 | ωB97M-V/def2-TZVPD

Multiplicity ... 1
Calculated total energy ... -4335.5839 Ha
Maximum force ... 1.483 eV/A
HOMO ... -10.4 eV
Energy above the lowest of the compared OMol25 structures with the same formula, charge and spin ... 0.00 kcal/mol

XYZ file:
```
74
C19H38Cl6O11 (ωB97M-V/def2-TZVPD)
C -8.507 -19.870 -20.977
H -0.605 -14.403 -22.134
O -9.236 -19.602 -25.760
C -12.126 -19.179 -18.652
H -9.926 -17.559 -23.178
O -13.314 -19.969 -21.827
H -5.899 -18.263 -16.592
C -14.483 -19.804 -22.629
C -11.093 -19.937 -17.885
H -10.963 -18.476 -25.967
C -0.489 -14.109 -21.087
H -11.826 -23.647 -19.041
H -7.178 -18.722 -17.736
H -6.740 -17.848 -25.147
C -1.870 -13.970 -20.517
Cl -12.826 -24.384 -20.997
H -5.770 -17.825 -20.548
H -11.205 -10.367 -24.693
H -12.290 -20.770 -25.978
C -8.414 -18.624 -26.159
Cl -6.517 -20.497 -16.331
Cl -7.151 -19.929 -22.106
H -10.091 -16.004 -25.195
H -10.754 -11.324 -26.118
C -12.076 -23.148 -19.971
C -11.335 -11.316 -25.197
H -10.800 -19.376 -16.999
H -8.404 -20.681 -20.269
C -5.600 -16.758 -20.438
H -9.414 -19.984 -21.556
H -11.895 -18.122 -18.793
O -12.325 -19.826 -19.925
H -2.361 -13.096 -20.946
O -4.501 -14.423 -19.993
H 0.055 -13.168 -21.104
O -11.371 -13.896 -25.831
H 0.073 -14.896 -20.590
H -8.587 -16.383 -23.088
C -10.382 -15.738 -24.173
Cl -10.612 -22.503 -20.699
H -15.356 -20.258 -22.162
H -6.366 -19.088 -26.412
C -11.383 -20.528 -25.424
H -1.872 -13.894 -19.430
Cl -8.635 -18.318 -20.134
C -7.021 -18.797 -25.595
O -2.566 -15.168 -20.872
H -11.443 -20.942 -17.652
H -14.332 -20.280 -23.596
C -10.890 -13.555 -24.780
H -10.799 -21.441 -25.301
H -13.072 -19.194 -18.102
C -9.671 -16.504 -23.073
H -11.679 -20.212 -24.421
C -13.410 -19.461 -20.594
H -14.695 -18.752 -22.832
O -10.286 -14.343 -23.903
H -12.387 -11.489 -25.429
H -6.287 -16.261 -21.130
H -9.993 -16.084 -22.119
O -14.313 -18.812 -20.177
O -10.880 -12.323 -24.302
H -12.763 -22.337 -19.766
H -7.043 -19.548 -24.813
O -4.260 -16.490 -20.776
Cl -7.982 -17.993 -15.641
C -10.600 -19.484 -26.161
C -6.829 -18.803 -16.715
H -10.643 -19.658 -27.237
H -11.443 -16.038 -24.202
C -3.839 -15.270 -20.497
O -8.770 -17.680 -26.826
H -5.855 -16.458 -19.420
H -10.178 -20.058 -18.468
```


C62H67BN11O7PW | ωB97M-V/def2-TZVPD

Multiplicity ... 1
Calculated total energy ... -3964.4688 Ha
Maximum force ... 2.802 eV/A
HOMO ... -13.1 eV
Total charge ... +2
Energy above the lowest of the compared OMol25 structures with the same formula, charge and spin ... 17.57 kcal/mol

XYZ file:
```
150
C62H67BN11O7PW (ωB97M-V/def2-TZVPD)
C 0.021 0.170 6.012
H -2.243 -1.544 5.320
H -4.971 -0.344 3.404
H 3.398 0.263 -3.961
C 4.051 -4.453 -0.102
C 3.799 -3.338 -0.883
C -0.517 0.423 -2.726
H 0.723 0.021 6.829
C -4.198 0.837 -3.471
H 1.026 -2.069 -6.629
H 0.675 -2.909 4.550
H -4.883 -0.130 -1.013
H 0.763 -2.736 -2.419
N -3.428 -1.552 -6.214
C 3.051 4.215 2.998
C 0.392 -0.763 4.841
C 0.901 3.813 4.153
H -0.357 -2.517 5.918
C -2.974 0.922 -2.814
N 1.541 1.909 -0.190
H 4.727 4.624 1.774
H -0.318 5.136 0.956
H -1.498 -6.358 -0.057
H 0.903 4.353 -0.062
H -5.140 3.307 2.079
H 1.183 4.450 4.974
O -6.373 1.518 -3.526
C 4.424 -0.364 -1.541
C 0.342 -4.570 -0.594
H -3.539 4.602 0.483
C -1.083 4.400 -0.940
H -2.932 -5.348 0.041
H -5.323 -0.044 -5.086
C 1.774 3.590 3.096
H 4.806 4.062 -0.667
H 0.742 -1.916 2.111
C 1.343 -1.833 -5.625
H -2.877 1.564 -1.952
N -5.334 1.556 -2.920
H 0.050 -3.274 -4.714
C 2.684 -0.533 -4.119
C -3.347 -1.617 -0.862
C -3.267 -0.669 -5.058
H 0.129 4.573 -2.716
H 2.683 -0.278 -6.236
H 0.053 2.933 -2.069
H 0.334 5.961 -0.458
C -3.047 3.658 0.461
H 6.968 1.357 -0.106
C 1.356 -1.489 1.308
H -1.178 -1.099 -4.854
O 0.374 0.810 -3.445
H -1.665 1.920 3.065
H -3.326 -3.664 -1.604
H -4.985 -1.455 -2.201
H 3.704 2.914 -2.586
H -4.076 -0.090 1.101
O 3.010 0.176 1.238
H 2.390 -0.111 5.214
C 3.286 3.421 0.717
H -5.416 -1.730 -0.526
O -5.150 2.117 -1.855
H 8.237 0.254 -1.918
H 0.225 -4.898 -1.623
C 0.031 4.994 -0.066
H -1.975 -4.151 1.969
C -3.526 2.491 1.011
C -4.803 2.330 1.739
H 2.097 -3.731 2.550
H 1.378 -2.264 6.034
C -2.930 -0.958 3.343
C 0.801 -2.515 -4.547
C 3.774 4.126 1.859
C 2.583 -3.615 1.594
C -2.839 -2.877 -1.069
N -0.918 -0.329 2.577
O -0.348 0.210 -1.434
B -2.911 0.034 0.995
H -2.929 5.178 -1.820
C 6.518 -0.768 -2.681
C 2.180 -1.249 -3.033
C 3.445 -4.588 1.139
C 1.348 2.745 2.033
H 3.620 -0.413 1.724
C 3.291 2.838 -1.595
H 4.574 0.989 0.120
N 0.148 2.053 2.057
C 2.333 -2.468 0.830
H -2.339 6.118 -0.443
C 5.159 -0.991 -2.548
H 1.698 0.610 3.762
H -2.034 -5.483 -1.477
N -1.327 -1.709 0.116
C -1.022 -4.270 0.024
C -0.773 -0.739 3.867
H -0.585 -5.237 1.911
N -1.550 2.032 0.052
H 0.979 -3.699 -0.578
C 6.464 0.701 -0.801
N -2.624 1.521 0.754
H 0.823 -5.373 -0.042
H 4.681 -1.648 -3.258
C 0.524 -2.204 5.366
H 3.404 4.786 3.843
H 7.063 -1.264 -3.469
H -0.344 -3.488 1.957
C -0.681 2.370 3.072
H -0.978 -0.023 6.388
O -4.529 -1.621 -6.694
C -4.364 0.038 -4.593
C -1.837 3.350 -0.155
C 2.089 2.664 0.845
H -4.581 -1.782 4.340
C 3.902 3.494 -0.528
C 2.175 2.061 -1.389
W 0.123 0.376 0.445
C -0.518 3.837 -2.245
H -4.704 1.671 2.596
H 3.639 -5.453 1.753
C -2.026 -0.573 -4.442
C -2.016 -1.154 4.352
C 1.208 -2.218 -3.256
C 7.179 0.081 -1.809
C 2.277 -0.834 -5.405
H 2.258 -1.079 3.764
C -4.380 -1.257 3.411
C 1.765 -0.306 4.346
H -4.700 -1.884 2.583
C -0.361 3.226 4.103
H -1.323 3.611 -2.942
C -0.971 -4.281 1.562
N 1.677 -0.171 1.592
C -1.942 -5.426 -0.397
N -2.434 -0.904 -0.150
H 4.248 -3.259 -1.859
H -5.564 1.930 1.069
C -1.885 0.219 -3.306
H -1.096 3.435 4.860
N -2.260 -0.447 2.293
C -4.730 -1.188 -1.179
H 4.717 -5.220 -0.465
C -2.039 5.547 -1.316
H 0.077 1.207 5.691
C -1.625 -2.938 -0.376
C 2.957 -2.336 -0.425
H -1.529 6.231 -1.993
C 5.103 0.483 -0.670
P 2.614 -0.757 -1.315
O -2.444 -2.154 -6.569
H 1.744 1.570 -2.252
```


C31H34BCaN8O | ωB97M-V/def2-TZVPD

Multiplicity ... 2
Calculated total energy ... -2417.5306 Ha
Maximum force ... 0.621 eV/A
HOMO (alpha / beta) ... -5.7 / -8.1 eV
Energy above the lowest of the compared OMol25 structures with the same formula, charge and spin ... 16.96 kcal/mol

XYZ file:
```
76
C31H34BCaN8O (ωB97M-V/def2-TZVPD)
H -1.825 2.254 -4.036
C 2.087 -2.914 -2.809
C -2.081 3.820 0.435
H -0.740 -1.918 4.728
H 2.145 -3.806 -3.405
H 3.265 4.401 -1.194
H -2.441 -1.375 -2.926
H 7.940 -0.753 -0.339
H 4.649 0.057 -2.976
C 3.869 -0.970 1.984
H 4.794 2.133 -1.124
N 5.886 -0.630 -0.073
C -1.242 3.593 1.688
H 3.458 -1.772 3.996
H -0.046 -2.226 -2.889
C -3.274 3.794 -4.368
N 1.690 1.619 -0.467
H 0.400 0.125 4.308
O -2.079 -0.962 -0.927
H 0.933 -1.964 2.945
N 3.071 -0.790 0.918
C -2.128 0.477 -0.997
C -3.380 2.196 -2.541
N 2.959 1.204 -0.663
C 1.836 -1.599 2.481
H 4.916 -0.745 1.911
C -2.820 -1.633 -1.931
C 2.956 3.394 -0.983
H -1.910 3.052 -0.321
N 1.288 -1.087 -1.777
C -5.104 3.888 -2.812
H -1.449 5.641 2.377
H -1.668 -2.512 3.348
C -0.340 1.716 3.084
C -1.605 -1.718 4.096
H -2.717 -2.702 -1.749
H -2.764 4.176 -5.244
C -1.510 -0.362 3.456
H -1.857 4.795 -0.001
C -1.581 4.629 2.762
H -3.376 -0.523 2.412
N 4.862 -0.366 -0.910
H -0.187 3.728 1.423
H 7.373 -0.195 -2.974
H 4.147 -2.546 -2.032
H -3.238 1.673 1.366
B 3.386 -0.286 -0.515
H -2.496 -1.796 4.721
H -3.871 -1.339 -1.880
C -1.359 2.197 2.265
H -6.025 4.344 -2.470
H -4.866 5.240 -4.470
H -5.096 2.424 -1.253
H -2.621 4.522 3.077
C 6.984 -0.574 -0.802
H 0.748 3.474 -0.604
C 0.973 -2.114 -2.552
C -2.840 1.121 -1.849
N 2.617 -1.188 -1.525
C 6.693 -0.291 -2.147
C 3.106 -2.290 -2.125
N 1.797 -1.172 1.227
C -2.743 2.716 -3.693
C -4.585 2.812 -2.125
C 1.677 2.930 -0.676
H 0.535 2.336 3.250
H -0.951 4.512 3.644
C 3.118 -1.494 3.016
C -4.456 4.393 -3.937
Ca 0.018 -0.015 -0.052
C -2.452 1.365 2.039
C -0.412 0.464 3.676
C 5.327 -0.160 -2.168
C 3.739 2.260 -0.956
H -3.148 3.814 0.662
C -2.521 0.109 2.622
```


C29H21N2O6SY | ωB97M-V/def2-TZVPD

Multiplicity ... 1
Calculated total energy ... -2115.2997 Ha
Maximum force ... 1.139 eV/A
HOMO ... -0.7 eV
Total charge ... -2
Energy above the lowest of the compared OMol25 structures with the same formula, charge and spin ... 39.78 kcal/mol

XYZ file:
```
60
C29H21N2O6SY (ωB97M-V/def2-TZVPD)
C 3.030 1.241 -5.127
C -0.578 6.175 -0.210
C 4.521 0.614 2.513
C 1.910 0.296 3.372
C 2.261 2.636 -3.310
C 3.486 0.794 1.618
H 0.887 0.175 3.714
N 0.191 -0.630 -1.701
C 1.648 0.349 -3.381
C -1.181 -1.969 -0.164
H -1.735 -5.397 1.813
C -0.504 4.707 -0.250
H 3.588 1.121 -6.049
C -1.867 6.499 0.512
Y 0.201 1.616 -0.546
C -1.886 -4.435 2.308
H -0.440 -5.018 -2.465
C -2.538 5.192 0.871
C -0.114 -2.912 -2.124
C -3.954 -3.977 0.966
C -1.719 -3.206 0.139
O -2.168 1.080 -1.190
C 2.962 0.120 4.252
H -1.857 -1.710 2.518
H 3.499 3.325 -4.927
H -4.579 -4.135 1.849
C 1.568 1.582 -2.697
N 1.099 0.858 1.142
O -3.612 5.076 1.444
H 5.108 0.137 4.545
O 0.194 6.988 -0.687
C 2.359 0.168 -4.572
H -1.854 -5.268 -0.484
S 0.928 -2.400 -3.416
C -2.800 -2.129 2.162
H 2.230 3.618 -2.846
H -3.297 -1.373 1.550
H -3.865 -4.930 0.441
C -2.581 -3.427 1.382
H 3.692 1.052 0.585
C -2.777 2.060 -1.089
C 2.976 2.479 -4.491
H -2.492 -4.604 3.202
H 5.543 0.742 2.164
O -1.794 2.876 0.407
H -3.432 -2.327 3.031
H 2.745 -0.142 5.285
O -2.274 7.609 0.778
C -0.647 -4.162 -1.834
C -0.387 -1.816 -1.300
H -1.329 -1.102 0.465
H -0.911 -4.055 2.618
H -4.463 -3.272 0.306
C -1.443 -4.291 -0.713
C 4.289 0.273 3.848
O 0.409 3.981 -0.752
C 2.103 0.651 1.994
H 2.387 -0.801 -5.063
C 0.916 -0.761 -2.771
C -1.650 4.156 0.366
```


C4H13NO2 | ωB97M-V/def2-TZVPD

Multiplicity ... 2
Calculated total energy ... -365.0180 Ha
Maximum force ... 6.297 eV/A
HOMO (alpha / beta) ... -14.9 / -14.9 eV
Total charge ... +1
Energy above the lowest of the compared OMol25 structures with the same formula, charge and spin ... 80.94 kcal/mol

XYZ file:
```
20
C4H13NO2 (ωB97M-V/def2-TZVPD)
H 1.501 1.527 -3.116
C -0.204 0.482 1.560
H 0.897 -2.872 -0.626
H 1.800 -1.442 -1.257
H 1.763 -1.822 0.387
H -0.361 1.262 -0.501
N -0.049 -1.042 -0.329
C 0.118 0.392 0.066
C -1.703 0.211 1.637
O 1.458 2.545 -3.146
H -0.627 -1.057 -1.278
H -0.025 1.485 1.806
H 1.159 2.557 -2.210
H 1.162 0.692 -0.277
C 1.117 -1.786 -0.493
H 0.352 -0.302 2.235
O -2.214 -1.021 1.353
H -2.322 0.997 0.994
H -1.838 -1.315 0.493
H -1.983 0.508 2.703
```